# C40H47N8O3S

8 unconnected molecules or ions with the total composition C40H47N8O3S in a non-equilibrium geometry (ωB97M-V with the def2-TZVPD basis set, OMol25).

Output
spin multiplicity: 1
net charge: -1
electronic energy: -71138.3390 eV
lowest unoccupied orbital energy: 0.07301 hartree
HOMO level: -3.15 eV
gap between HOMO and LUMO: 5.14 eV

```
99
Properties=species:S:1:pos:R:3:mulliken_charge:R:1
C 6.1797 1.3317 -0.5567 -0.898
C 6.4281 2.1881 -1.7799 -0.535
C 5.1452 2.7603 -2.3525 -0.250
O 4.5174 3.6053 -1.4224 -0.289
C 3.1296 3.3420 -1.1687 -0.307
N 2.3374 3.2312 -2.3407 -0.733
C 1.2671 2.3687 -2.1558 -0.408
S 1.6951 0.5630 -1.9772 1.050
O 1.1276 -0.2482 -3.0370 -0.716
O 1.3232 0.0726 -0.6526 -0.703
H 5.8910 0.3335 -0.8758 0.231
H 7.0722 1.2081 0.0454 0.309
H 5.3679 1.7109 0.0491 0.228
H 7.1435 2.9763 -1.5733 0.371
H 6.8613 1.5929 -2.5794 0.313
H 5.4187 3.3573 -3.2187 0.213
H 4.5200 1.9352 -2.6630 0.049
H 2.8135 4.2074 -0.5678 0.243
H 3.0412 2.4702 -0.4908 0.171
H 0.6728 2.6163 -1.2661 0.326
H 0.6161 2.3946 -3.0221 0.317
H 3.0424 0.3917 -2.0683 -0.065
N -2.7671 2.6214 -2.9825 -0.485
C -3.6943 3.2337 -3.7147 -0.381
C -4.4708 2.5922 -4.6676 -0.419
C -4.2708 1.2353 -4.8730 -0.138
C -3.3125 0.5819 -4.1180 -0.496
C -2.5892 1.3175 -3.1888 -0.288
H -3.8163 4.2949 -3.5226 0.375
H -5.2107 3.1433 -5.2341 0.448
H -4.8542 0.6970 -5.6108 0.466
H -3.1224 -0.4747 -4.2430 0.431
H -1.8273 0.8428 -2.5798 0.534
N 2.5515 -3.7077 3.5634 -0.546
C 3.3807 -3.0045 2.7940 -0.263
C 2.9678 -2.1593 1.7782 -0.802
C 1.6103 -2.0317 1.5365 -0.052
C 0.7305 -2.7580 2.3262 -0.667
C 1.2484 -3.5754 3.3196 -0.245
H 4.4373 -3.1287 3.0092 0.612
H 3.6901 -1.6086 1.1905 0.490
H 1.2545 -1.3763 0.7498 0.830
H -0.3382 -2.6897 2.1749 0.385
H 0.5924 -4.1561 3.9605 0.364
N -9.3762 -1.5897 -3.2930 -0.626
C -10.0904 -0.5726 -3.7681 -0.241
C -9.5332 0.6078 -4.2359 -0.521
C -8.1541 0.7370 -4.2100 -0.215
C -7.3925 -0.3101 -3.7173 0.284
C -8.0518 -1.4465 -3.2728 -0.500
H -11.1659 -0.7158 -3.7684 0.373
H -10.1644 1.4034 -4.6086 0.399
H -7.6809 1.6451 -4.5642 0.368
H -6.3135 -0.2493 -3.6690 0.290
H -7.4942 -2.2876 -2.8762 0.403
N -5.6949 3.0427 0.4708 -0.538
C -6.9076 3.1194 1.0148 -0.421
C -8.0849 2.8990 0.3139 -0.368
C -7.9985 2.5829 -1.0324 -0.461
C -6.7452 2.5071 -1.6138 0.541
C -5.6307 2.7454 -0.8270 -0.626
H -6.9305 3.3682 2.0708 0.372
H -9.0421 2.9693 0.8128 0.408
H -8.8911 2.3945 -1.6166 0.407
H -6.6206 2.2600 -2.6566 -0.026
H -4.6332 2.6815 -1.2452 0.636
N 6.5821 -1.1216 7.6005 -0.608
C 5.6259 -0.5462 6.8731 -0.339
C 4.8197 -1.2327 5.9778 -0.340
C 5.0176 -2.5947 5.8255 -0.037
C 6.0073 -3.2108 6.5739 -0.646
C 6.7574 -2.4315 7.4420 -0.236
H 5.5056 0.5217 7.0205 0.369
H 4.0565 -0.7137 5.4136 0.432
H 4.4074 -3.1673 5.1425 0.645
H 6.1980 -4.2718 6.4849 0.381
H 7.5439 -2.8734 8.0452 0.366
N -5.1255 -1.7125 -1.0004 -0.267
C -5.6240 -0.9218 -0.0513 -0.069
C -6.2812 -1.3926 1.0751 -0.489
C -6.4302 -2.7608 1.2255 -0.345
C -5.9165 -3.5985 0.2489 -0.394
C -5.2749 -3.0250 -0.8381 -0.439
H -5.4854 0.1407 -0.2110 0.402
H -6.6643 -0.7012 1.8130 0.423
H -6.9373 -3.1688 2.0906 0.378
H -6.0094 -4.6730 0.3267 0.395
H -4.8547 -3.6445 -1.6236 0.411
N 10.4936 -0.3292 1.3110 -0.560
C 10.5144 -1.6386 1.0760 -0.170
C 9.8633 -2.5738 1.8657 -0.407
C 9.1526 -2.1231 2.9656 -0.224
C 9.1157 -0.7634 3.2241 -0.311
C 9.7991 0.0867 2.3676 -0.257
H 11.0856 -1.9483 0.2073 0.354
H 9.9146 -3.6267 1.6246 0.351
H 8.6314 -2.8189 3.6112 0.442
H 8.5693 -0.3692 4.0701 0.407
H 9.7947 1.1588 2.5304 0.374
```

# C40H48AuN7O2PS2SeTe

A molecular structure, C40H48AuN7O2PS2SeTe (ωB97M-V with the def2-TZVPD basis set, OMol25).

Output
spin multiplicity: 3
net charge: +1
electronic energy: -164070.9711 eV
lowest unoccupied orbital energy (alpha / beta): -0.08013 / -0.15764 hartree
HOMO level (alpha / beta): -9.53 / -9.76 eV
gap between HOMO and LUMO (alpha / beta): 7.35 / 5.47 eV
expectation value of S²: 2.01

```
103
Properties=species:S:1:pos:R:3:mulliken_spin:R:1
Au -0.9389 0.1172 0.6126 0.244
O -1.7756 2.4467 3.7548 0.055
S -0.7242 1.4716 3.5818 -0.083
O 0.4354 1.9213 2.8191 0.037
N -1.2146 0.1297 2.8781 0.127
C -2.3548 -0.5546 3.3177 0.000
C -2.9570 -0.4175 4.5461 0.006
C -4.0239 -1.2496 4.9431 0.001
C -4.5147 -2.2183 4.1185 0.004
C -3.9663 -2.3568 2.8223 0.000
C -4.4765 -3.2824 1.8839 -0.001
C -3.9711 -3.3227 0.6170 0.002
C -2.9429 -2.4248 0.2818 -0.004
N -2.4228 -1.5842 1.1398 0.029
C -2.9055 -1.5234 2.4149 0.002
C -0.1211 1.0221 5.1837 0.022
C 0.0179 2.0325 6.1269 -0.002
C 0.5523 1.7239 7.3677 0.000
C 0.9338 0.4205 7.6574 -0.001
C 0.7794 -0.5820 6.7110 0.001
C 0.2499 -0.2837 5.4639 -0.001
H -2.6196 0.3385 5.2410 0.002
H -4.4484 -1.1086 5.9279 0.000
H -5.3266 -2.8643 4.4238 0.000
H -5.2833 -3.9397 2.1834 0.000
H -4.3545 -4.0038 -0.1290 0.000
H -2.5505 -2.3855 -0.7291 0.002
H -0.2970 3.0399 5.8908 0.000
H 0.6678 2.5007 8.1111 0.000
H 1.3469 0.1843 8.6290 0.000
H 1.0672 -1.5980 6.9444 0.000
H 0.1099 -1.0550 4.7193 0.000
Te -1.2855 2.8886 0.6442 1.174
C -3.3446 3.0461 0.5020 -0.067
C -4.1981 3.2802 1.5429 0.053
C -5.5543 3.3129 1.1169 -0.008
C -5.6914 3.1014 -0.2202 0.034
S -4.1825 2.8464 -0.9822 0.023
H -3.8692 3.4042 2.5646 -0.015
H -6.3872 3.4875 1.7809 0.000
H -6.5993 3.0786 -0.8003 0.003
C -1.0823 -4.0815 -5.8813 0.000
C -0.0938 -3.4587 -4.9055 0.001
C -0.7606 -3.0690 -3.5924 0.007
C 0.1876 -2.5130 -2.5438 -0.003
N 0.7273 -1.2009 -2.9051 0.012
C 0.1497 -0.0200 -2.6299 0.018
Se -1.5422 0.2349 -1.8542 0.206
N 0.9564 0.9650 -3.0574 0.024
C 0.6511 2.3938 -3.0408 -0.054
C -0.0257 2.8499 -4.3232 -0.003
C -0.3294 4.3461 -4.3077 -0.006
C -1.3420 4.7496 -3.2393 0.017
C 2.0953 0.4065 -3.6251 -0.002
C 3.2271 0.9902 -4.1836 0.001
C 4.2141 0.1279 -4.6182 0.004
C 4.0793 -1.2644 -4.5010 0.003
C 2.9504 -1.8411 -3.9537 0.000
C 1.9532 -0.9727 -3.5233 0.001
H -0.6012 -4.3430 -6.8227 0.000
H -1.8983 -3.3926 -6.1054 0.000
H -1.5209 -4.9907 -5.4671 0.000
H 0.3645 -2.5771 -5.3648 0.000
H 0.7199 -4.1627 -4.7030 0.000
H -1.2572 -3.9412 -3.1566 0.000
H -1.5453 -2.3286 -3.7766 -0.007
H 1.0471 -3.1666 -2.3850 0.001
H -0.3184 -2.3921 -1.5845 -0.011
H 1.5969 2.9180 -2.8853 0.002
H 0.0219 2.5729 -2.1706 0.077
H -0.9538 2.2832 -4.4473 -0.003
H 0.6181 2.6029 -5.1716 0.002
H -0.7086 4.6281 -5.2909 0.000
H 0.6013 4.9051 -4.1712 0.000
H -2.2383 4.1277 -3.2973 -0.008
H -1.6509 5.7868 -3.3596 0.001
H -0.9342 4.6561 -2.2302 0.011
H 3.3355 2.0621 -4.2703 0.000
H 5.1130 0.5342 -5.0602 0.000
H 4.8797 -1.9012 -4.8503 0.000
H 2.8516 -2.9136 -3.8685 0.000
C 4.2716 -1.7279 1.5143 0.000
N 3.8891 -0.6146 2.3779 0.002
C 4.4432 0.6186 1.8250 0.000
N 4.0504 0.8708 0.4373 0.001
C 4.4125 -0.2928 -0.3716 0.000
N 3.8659 -1.5598 0.1175 0.000
C 2.4097 -1.5854 -0.0038 0.005
P 1.5748 -0.2352 0.9480 0.070
C 2.4427 -0.5280 2.5588 0.002
C 2.6230 1.1633 0.3484 -0.007
H 3.8399 -2.6513 1.9049 0.000
H 5.3595 -1.8160 1.5411 0.000
H 5.5317 0.5448 1.8596 0.000
H 4.1309 1.4614 2.4435 0.000
H 5.5009 -0.3749 -0.3730 0.000
H 4.0780 -0.1332 -1.4011 0.000
H 2.0316 -2.5472 0.3560 0.001
H 2.1359 -1.5040 -1.0574 -0.005
H 2.0690 -1.4573 2.9951 0.001
H 2.1973 0.2844 3.2423 0.000
H 2.3906 2.0494 0.9472 -0.006
H 2.3556 1.3848 -0.6890 0.006
```

# C40H48ClIN5O2PSTi

A molecular structure, C40H48ClIN5O2PSTi (ωB97M-V with the def2-TZVPD basis set, OMol25).

Output
spin multiplicity: 3
electronic energy: -117673.5366 eV
lowest unoccupied orbital energy (alpha / beta): -0.01031 / -0.01276 hartree
HOMO level (alpha / beta): -5.47 / -7.49 eV
gap between HOMO and LUMO (alpha / beta): 5.19 / 7.14 eV
expectation value of S²: 2.02

```
100
Properties=species:S:1:pos:R:3:mulliken_spin:R:1
Ti 0.0997 -0.0045 -0.0323 1.105
N 2.6663 -1.2047 3.3777 0.010
C 2.0550 -0.5426 2.3228 0.042
S 0.3225 -0.2743 2.4688 -0.027
N 2.7970 -0.1854 1.3328 -0.020
N 2.0619 0.4556 0.3390 0.146
C 2.5650 1.5989 -0.1434 0.252
C 3.9771 1.9869 0.0278 0.010
C 4.9919 1.0702 -0.2551 0.025
C 6.3217 1.4208 -0.1060 -0.017
C 6.6656 2.6925 0.3370 0.030
C 5.6663 3.6071 0.6318 -0.018
C 4.3326 3.2563 0.4791 0.039
C 1.5877 2.4735 -0.7029 0.079
C 1.8856 3.6180 -1.4748 0.028
C 0.8711 4.4209 -1.9174 0.040
C -0.4623 4.0878 -1.6143 0.108
C -0.6924 2.9320 -0.9132 -0.026
N 0.2837 2.1299 -0.4630 0.136
H 2.1921 -1.0870 4.2593 0.000
H 3.6613 -1.0355 3.4210 0.001
H 4.7212 0.0774 -0.5865 0.002
H 7.0956 0.7000 -0.3348 0.000
H 7.7061 2.9653 0.4550 0.003
H 5.9225 4.5958 0.9896 -0.001
H 3.5576 3.9695 0.7300 0.003
H 2.9151 3.8378 -1.7164 0.008
H 1.0930 5.2978 -2.5105 0.003
H -1.2887 4.6990 -1.9430 0.005
H -1.7046 2.6069 -0.6979 0.010
Cl -6.1310 -0.5365 -3.2427 0.001
C -4.4395 -0.3701 -2.8743 0.009
C -3.5242 -0.3331 -3.8878 -0.006
C -2.1494 -0.2094 -3.6269 0.024
I -0.8240 -0.0456 -5.2195 0.001
C -1.6484 -0.1399 -2.3316 -0.026
O -0.3982 -0.0542 -2.0248 0.033
C -2.6333 -0.1410 -1.2802 0.016
N -2.1406 -0.0191 -0.0148 -0.044
C -2.9658 0.0035 1.0092 0.046
C -4.3579 -0.1068 0.8510 -0.007
C -4.8768 -0.2428 -0.4065 0.020
C -4.0173 -0.2578 -1.5286 -0.013
H -3.8635 -0.3957 -4.9128 -0.001
H -2.5172 0.0980 1.9927 -0.002
H -4.9954 -0.0848 1.7233 0.000
H -5.9427 -0.3325 -0.5626 0.001
O 0.2340 -2.0623 -0.2605 -0.040
P -0.2393 -3.4868 -0.4730 -0.010
C -0.3084 -3.8598 -2.2629 -0.003
C -0.1967 -5.3379 -2.6839 0.001
C 1.2396 -5.8427 -2.8355 0.000
C 2.0838 -4.9266 -3.7139 0.000
C 2.0664 -3.5021 -3.1724 0.002
C 0.6404 -2.9762 -3.0915 0.011
C 0.9411 -4.5530 0.4135 -0.006
C 1.3526 -3.8736 1.7422 0.003
C 1.9929 -4.8831 2.7006 0.001
C 2.8243 -5.8948 1.9209 0.000
C 1.9147 -6.7683 1.0410 0.000
C 0.6247 -6.0322 0.6455 -0.001
C -1.9873 -3.5264 0.0721 0.003
C -2.8807 -4.7092 -0.3192 -0.001
C -2.7842 -5.8885 0.6429 0.000
C -3.0381 -5.4508 2.0831 0.000
C -2.1089 -4.3149 2.5008 0.000
C -2.1981 -3.1343 1.5412 0.012
H -1.3248 -3.5178 -2.5011 -0.001
H -0.6876 -5.4225 -3.6592 0.000
H -0.7556 -5.9909 -2.0096 0.000
H 1.2150 -6.8544 -3.2476 0.000
H 1.7224 -5.9239 -1.8609 0.000
H 1.6863 -4.9262 -4.7343 0.000
H 3.1057 -5.3067 -3.7734 0.000
H 2.6504 -2.8420 -3.8160 0.001
H 2.5477 -3.4685 -2.1890 0.000
H 0.2319 -2.9488 -4.1072 -0.001
H 0.6130 -1.9507 -2.7246 0.000
H 1.8063 -4.5049 -0.2596 -0.001
H 0.5050 -3.3814 2.2230 -0.002
H 2.0601 -3.0760 1.5188 0.001
H 1.2244 -5.4122 3.2730 0.000
H 2.5987 -4.3386 3.4247 0.000
H 3.4156 -6.5232 2.5879 0.000
H 3.5408 -5.3507 1.2982 0.000
H 1.6463 -7.6842 1.5720 0.000
H 2.4527 -7.0783 0.1414 0.000
H -0.1066 -6.1227 1.4503 0.000
H 0.1780 -6.5097 -0.2263 0.000
H -2.3145 -2.6681 -0.5328 0.002
H -2.6910 -5.0280 -1.3441 0.000
H -3.9112 -4.3362 -0.3080 -0.001
H -1.7956 -6.3541 0.5677 0.000
H -3.5076 -6.6527 0.3509 0.000
H -2.9280 -6.3004 2.7603 0.000
H -4.0760 -5.1131 2.1722 0.000
H -1.0784 -4.6770 2.5525 0.000
H -2.3577 -3.9751 3.5080 0.000
H -1.5064 -2.3390 1.8286 0.002
H -3.2069 -2.7112 1.6110 0.002
```

# C40H48N6OPS3SiV

A molecular structure, C40H48N6OPS3SiV in a non-equilibrium geometry (ωB97M-V with the def2-TZVPD basis set, OMol25).

Output
spin multiplicity: 3
net charge: +2
electronic energy: -128599.6179 eV
lowest unoccupied orbital energy (alpha / beta): -0.23255 / -0.22361 hartree
HOMO level (alpha / beta): -12.75 / -12.75 eV
gap between HOMO and LUMO (alpha / beta): 6.42 / 6.66 eV
expectation value of S²: 2.02

```
101
Properties=species:S:1:pos:R:3:mulliken_spin:R:1
V -0.8060 0.3434 -1.0495 2.074
C -0.6908 6.6275 -3.6836 0.000
Si -1.2608 5.2967 -2.5265 0.002
C -1.0829 5.8138 -0.7081 0.000
C -3.0957 4.7995 -2.9146 -0.002
C -0.0545 3.8646 -2.5812 0.001
C 1.2202 3.9779 -3.0287 0.004
C 2.0924 2.9072 -2.9971 0.006
C 1.5945 1.7566 -2.5300 0.026
N 0.3610 1.5480 -2.1126 -0.023
C -0.4957 2.6218 -2.2086 0.043
S -2.0541 2.1325 -1.5800 -0.086
H -1.1853 7.5667 -3.5284 0.000
H -0.9123 6.1743 -4.6518 0.000
H 0.3925 6.7972 -3.7486 0.000
H -1.8607 6.5268 -0.5122 0.000
H -0.1010 6.2282 -0.5388 0.000
H -1.3123 4.9452 -0.0808 0.000
H -3.5771 5.5413 -3.5318 -0.001
H -3.6544 4.6829 -1.9789 0.000
H -3.2404 3.8796 -3.4678 0.000
H 1.6752 4.9241 -3.3646 0.002
H 3.1565 2.9996 -3.2872 0.000
H 2.1910 0.8807 -2.5442 -0.005
S -6.7707 -2.4218 1.9659 0.000
C -7.8012 -1.1610 2.6097 -0.001
C -7.5421 0.0191 2.0190 0.000
C -6.4568 -0.0456 1.0417 -0.001
C -5.9425 -1.3602 0.9684 0.001
C -4.7284 -1.7835 0.2867 0.004
C -3.7932 -0.8031 -0.1018 -0.006
N -2.6107 -1.0666 -0.6375 0.027
C -2.3489 -2.3457 -0.9568 -0.002
C -3.2140 -3.4049 -0.6216 -0.009
C -2.8307 -4.7746 -0.8905 0.001
C -1.5867 -5.0303 -1.3475 0.001
C -0.6460 -3.9959 -1.6390 -0.008
C 0.6515 -4.2107 -2.0430 0.002
C 1.4598 -3.1376 -2.3315 -0.006
C 0.9625 -1.8354 -2.2570 -0.003
N -0.2722 -1.5706 -1.8369 0.023
C -1.0763 -2.6473 -1.5479 0.009
C 2.8909 -3.3739 -2.5791 0.001
C 3.7983 -2.6249 -3.2828 0.000
C 5.1877 -3.0205 -3.1084 0.000
C 5.2980 -4.1469 -2.3211 0.000
S 3.7273 -4.6185 -1.7046 0.000
C -4.4130 -3.0964 0.1033 0.004
H -8.6004 -1.3593 3.2845 0.000
H -8.1402 0.9104 2.2130 0.000
H -6.1407 0.8098 0.4218 0.000
H -3.9227 0.2616 0.1718 0.004
H -3.5843 -5.5670 -0.7810 0.000
H -1.3277 -6.0653 -1.5927 0.000
H 0.9401 -5.2644 -2.0186 0.000
H 1.6273 -1.0618 -2.5383 -0.022
H 3.5139 -1.8308 -3.9682 0.000
H 5.9755 -2.5598 -3.6684 0.000
H 6.0989 -4.8558 -2.1575 0.000
H -5.1559 -3.9165 0.3259 0.000
O 0.0011 0.1379 0.6509 -0.068
P 1.0502 -0.1404 1.7147 -0.014
N 0.8432 1.0996 2.7266 0.004
C 1.6883 1.5134 3.8353 0.000
C 1.3820 3.0057 3.8726 0.000
C -0.1431 2.9167 3.8060 0.000
C -0.3956 1.9683 2.6740 -0.007
N 0.7409 -1.6535 2.2994 0.002
C 1.5136 -2.0991 3.4950 0.000
C 0.8471 -3.4743 3.7979 0.000
C 0.5776 -3.9366 2.4019 0.000
C 0.0720 -2.7276 1.6181 -0.003
N 2.6253 -0.1202 1.3221 0.013
C 3.1885 -1.2372 0.5046 0.005
C 4.1877 -0.5579 -0.4381 -0.002
C 4.7099 0.6325 0.3772 0.000
C 3.4152 1.0715 1.0871 -0.002
H 2.7138 1.2286 3.6740 0.000
H 1.4229 1.0722 4.7890 0.000
H 1.7603 3.4998 2.9718 0.000
H 1.7434 3.4970 4.7425 0.000
H -0.6177 3.8569 3.6178 0.000
H -0.5244 2.5308 4.7097 0.000
H -0.4354 2.4198 1.6877 0.008
H -1.2880 1.3327 2.8376 -0.001
H 1.4151 -1.3033 4.2561 0.000
H 2.5230 -2.2607 3.1875 0.000
H -0.0181 -3.3821 4.4478 0.000
H 1.5296 -4.1936 4.3067 0.000
H -0.1505 -4.7470 2.4072 0.000
H 1.5573 -4.3147 1.9944 0.000
H -1.0062 -2.6030 1.6497 0.001
H 0.4332 -2.7560 0.5799 0.005
H 2.3903 -1.7111 -0.0886 0.001
H 3.6220 -2.0021 1.1551 0.000
H 3.8717 -0.2439 -1.4083 -0.001
H 4.9895 -1.2873 -0.6793 0.000
H 5.0979 1.4487 -0.2826 0.000
H 5.5484 0.3302 0.9652 0.000
H 2.8672 1.7307 0.4242 0.001
H 3.7250 1.5781 1.9856 0.000
```